Record 1
C5H5NO2 | ωB97M-V/def2-TZVPD

Computed properties:
* largest force on an atom: 5.3 eV/A
* molecular weight: 111.100 g mol⁻¹
* E_LUMO: -0.4345 eV
* highest occupied orbital energy: -8.67 eV
* energy above the lowest of the compared OMol25 structures with the same formula, charge and spin: 666.9 kJ/mol
* SMILES: CC=C=C=CON=O
* calculated total energy: -10844.40327 eV

Each line ends with the Mulliken charge.
Atoms and positions in Å:
C1 -0.36330 -0.83494 2.46659  -1.15
C2 -0.10581 -1.29949 1.10157  -0.24
C3 0.20527 -0.51912 0.07803  0.51
C4 0.45938 -0.19331 -1.13697  0.18
C5 0.51516 0.27052 -2.39363  -0.69
O1 0.25620 1.58288 -2.64533  -0.12
N1 0.00135 2.43920 -1.68377  0.15
O2 -0.16887 3.57104 -2.10487  -0.38
H1 0.33632 -1.26557 3.08154  0.33
H2 -0.62366 0.25649 2.54117  0.30
H3 -1.23209 -1.27917 2.79264  0.39
H4 -0.01330 -2.39130 1.09385  0.31
H5 0.73334 -0.33721 -3.19082  0.41


Record 2
C5H5NO2 | ωB97M-V/def2-TZVPD

Computed properties:
* largest force on an atom: 7.6 eV/A
* molecular weight: 111.100 g mol⁻¹
* E_LUMO: 0.2067 eV
* highest occupied orbital energy: -7.95 eV
* energy above the lowest of the compared OMol25 structures with the same formula, charge and spin: 363.5 kJ/mol
* SMILES: [H]/N=C1C=C/C(=C/O)O/1
* calculated total energy: -10847.54808 eV

Each line ends with the Mulliken charge.
Atoms and positions in Å:
H1 -0.56710 -0.21636 -3.28244  0.26
N1 -0.29473 -1.00083 -2.56983  -0.64
C1 -0.38674 -0.72445 -1.39749  0.34
C2 -0.31727 -1.73653 -0.42281  -0.45
C3 0.15645 -1.02188 0.70133  -0.01
C4 0.00737 0.34645 0.47442  0.07
C5 0.43841 1.39253 1.25223  -0.19
O1 0.20549 2.64437 1.03206  -0.48
O2 -0.72425 0.50815 -0.77777  -0.36
H2 -0.27212 -2.73436 -0.43129  0.53
H3 0.38882 -1.78207 1.47463  0.28
H4 0.79045 0.99124 2.20666  0.28
H5 0.57522 3.33375 1.74029  0.38


Record 3
C5H5NO2 | ωB97M-V/def2-TZVPD

Computed properties:
* largest force on an atom: 10.3 eV/A
* molecular weight: 111.100 g mol⁻¹
* E_LUMO: -1.0612 eV
* highest occupied orbital energy: -10.21 eV
* energy above the lowest of the compared OMol25 structures with the same formula, charge and spin: 765.1 kJ/mol
* calculated total energy: -10843.38512 eV

Each line ends with the Mulliken charge.
Atoms and positions in Å:
C1 0.55040 -0.52439 -0.54622  0.00
C2 0.07045 0.82176 0.17559  -0.06
C3 -1.08201 1.46058 -0.51112  -0.37
C4 -0.15677 -0.62832 0.68924  -0.01
C5 0.82166 -1.08374 1.73991  -0.12
H1 -0.12751 -1.57867 -1.75886  0.35
H2 1.74126 -0.64196 -0.43693  0.28
H3 0.83704 1.52208 0.41930  0.48
H4 -2.50238 1.09523 -0.09405  0.25
H5 -1.17300 -0.96077 0.73861  0.55
N1 1.30401 -1.43310 2.77098  -0.43
O1 0.16147 -0.67762 -1.90969  -0.45
O2 -0.44461 2.62892 -1.27677  -0.47


Record 4
C5H5NO2 | ωB97M-V/def2-TZVPD

Computed properties:
* largest force on an atom: 7.3 eV/A
* molecular weight: 111.100 g mol⁻¹
* E_LUMO: -0.3690 eV
* highest occupied orbital energy: -8.97 eV
* energy above the lowest of the compared OMol25 structures with the same formula, charge and spin: 747.1 kJ/mol
* calculated total energy: -10843.57233 eV

Each line ends with the Mulliken charge.
Atoms and positions in Å:
C1 0.63640 -1.08577 -0.99691  0.09
C2 -0.89647 0.22157 -0.44128  0.14
C3 -1.23672 1.18247 0.63873  -0.38
C4 0.37622 0.69887 1.17524  -0.70
C5 0.30848 -0.32075 0.04355  0.50
H1 2.65613 -1.70962 -0.80776  0.38
H2 -1.99120 0.92494 1.53834  0.24
H3 -1.27910 2.20809 0.17495  0.25
H4 0.34990 0.29522 2.08196  0.33
H5 1.20179 1.41899 1.12685  0.26
N1 -1.23046 -0.35643 -1.70954  -0.54
O1 1.41171 -2.23523 -1.01076  -0.57
O2 -0.30668 -1.24235 -1.81338  0.00


Record 5
C5H5NO2 | ωB97M-V/def2-TZVPD

Computed properties:
* largest force on an atom: 3.8 eV/A
* molecular weight: 111.100 g mol⁻¹
* E_LUMO (spin up / spin down): 0.4185 / 0.0640 eV
* highest occupied orbital energy (spin up / spin down): -8.38 / -7.42 eV
* energy above the lowest of the compared OMol25 structures with the same formula, charge and spin: 605.4 kJ/mol
* calculated total energy: -10845.04040 eV

Each line ends with the Mulliken charge.
Atoms and positions in Å:
C1 1.64460 -0.57384 -0.01608  0.16
C2 0.32579 -0.56738 -0.76731  0.30
C3 0.34220 0.92827 -0.38126  -0.70
C4 -0.92508 -1.16820 -0.15849  0.01
C5 -1.43442 -0.22104 0.85550  -0.54
N1 1.59751 0.80090 0.25039  -0.16
O1 2.65436 -1.20213 0.16465  -0.57
O2 -2.11089 -0.43415 -0.31974  -0.35
H1 0.47000 -0.64561 -1.78363  0.44
H2 -0.19768 1.80081 -0.44339  0.52
H3 -1.17199 -2.23646 0.11339  0.39
H4 -1.91817 -0.55257 1.75442  0.24
H5 2.31642 1.56294 0.37036  0.26


Record 6
C5H5NO2 | ωB97M-V/def2-TZVPD

Computed properties:
* largest force on an atom: 4.0 eV/A
* molecular weight: 111.100 g mol⁻¹
* E_LUMO: 0.3756 eV
* highest occupied orbital energy: -9.31 eV
* energy above the lowest of the compared OMol25 structures with the same formula, charge and spin: 632.7 kJ/mol
* SMILES: Cc1onc2c1CO2
* calculated total energy: -10844.75763 eV

Each line ends with the Mulliken charge.
Atoms and positions in Å:
C1 0.72640 -0.11679 1.91130  -0.94
C2 0.25774 -0.64946 0.59793  0.35
O1 0.25241 -1.96695 0.21140  -0.14
N1 -0.17515 -2.00939 -1.12698  -0.51
C3 -0.09053 -0.73217 -1.44432  0.30
C4 0.02091 0.21355 -0.45954  0.26
C5 -0.77635 1.23567 -1.36999  -0.22
O2 -0.76464 0.02201 -2.34252  -0.38
H1 0.56416 -0.97725 2.76830  0.29
H2 1.94883 0.31706 1.77674  0.24
H3 0.24874 0.95047 2.04016  0.27
H4 -1.85139 1.49313 -0.83802  0.21
H5 -0.36112 2.22010 -1.72446  0.27


Record 7
C5H5NO2 | ωB97M-V/def2-TZVPD

Computed properties:
* largest force on an atom: 6.6 eV/A
* molecular weight: 111.100 g mol⁻¹
* E_LUMO: 0.3971 eV
* highest occupied orbital energy: -9.04 eV
* energy above the lowest of the compared OMol25 structures with the same formula, charge and spin: 277.4 kJ/mol
* calculated total energy: -10848.44000 eV

Each line ends with the Mulliken charge.
Atoms and positions in Å:
N1 -0.75430 0.02462 1.25378  -0.21
C1 0.36628 -0.83901 1.27280  0.41
C2 0.90454 0.43118 -0.44623  0.40
C3 -0.71214 0.11170 -0.11234  0.34
C4 1.51696 -0.17919 0.54368  -0.53
C5 -1.73702 0.39757 -0.91434  -0.92
O1 1.23178 0.86973 -1.65791  -0.51
O2 0.55442 -1.76791 2.04824  -0.58
H1 1.97818 0.34852 -2.00237  0.36
H2 -1.58656 -0.23932 1.76533  0.28
H3 2.55321 -0.38449 0.74190  0.44
H4 -2.73179 0.59429 -0.53048  0.25
H5 -1.58354 0.63231 -1.96207  0.27


Record 8
C5H5NO3 | ωB97M-V/def2-TZVPD

Computed properties:
* largest force on an atom: 7.1 eV/A
* molecular weight: 127.099 g mol⁻¹
* E_LUMO: -0.6088 eV
* highest occupied orbital energy: -9.41 eV
* energy above the lowest of the compared OMol25 structures with the same formula, charge and spin: 399.7 kJ/mol
* SMILES: O=C1C(=O)[C@@H]2N[C@H]1[C@@H]2O
* calculated total energy: -12893.74728 eV

Each line ends with the Mulliken charge.
Atoms and positions in Å:
O1 2.02438 1.49039 -0.82309  -0.52
C1 1.17609 0.61993 -0.65994  0.08
C2 1.42712 -0.54211 0.22968  0.47
O2 2.51889 -1.04211 0.60477  -0.54
C3 -0.06249 -1.06034 0.40683  -0.32
N1 -0.45297 -1.09345 -1.17899  -0.63
C4 -0.36177 0.45866 -1.01063  -0.10
C5 -0.92539 0.25121 0.44967  -0.01
O3 -0.24689 1.25650 1.13694  -0.65
H1 -0.31497 -1.91680 0.92271  0.58
H2 -1.41328 -1.29825 -1.33175  0.28
H3 -0.96883 0.98661 -1.70219  0.57
H4 -1.98546 0.33045 0.65941  0.44
H5 -0.41443 1.55929 2.29658  0.36


Record 9
C5H5NO4 | ωB97M-V/def2-TZVPD

Computed properties:
* largest force on an atom: 4.2 eV/A
* molecular weight: 143.098 g mol⁻¹
* E_LUMO: -0.3489 eV
* highest occupied orbital energy: -9.52 eV
* energy above the lowest of the compared OMol25 structures with the same formula, charge and spin: 129.7 kJ/mol
* SMILES: O=C1C=CC(O)=N1.O=CO
* calculated total energy: -14943.47337 eV

Each line ends with the Mulliken charge.
Atoms and positions in Å:
O1 0.09582 -2.63279 -0.40599  -0.55
C1 -0.42357 -1.57822 -0.02060  0.27
C2 -1.80812 -1.42706 0.35537  -0.28
C3 -2.12310 -0.15025 0.21048  -0.50
C4 -0.76665 0.54015 -0.12754  0.73
O2 -0.88277 1.82748 -0.38023  -0.50
N1 0.22120 -0.26964 -0.22211  -0.31
H1 -2.31015 -2.18029 0.95661  0.37
H2 -3.09479 0.32728 0.17407  0.40
H3 0.10174 2.17709 -0.55355  0.39
O3 1.54123 1.14040 0.58932  -0.47
C5 2.47668 1.53283 -0.02926  0.34
O4 3.68545 0.99365 -0.01250  -0.46
H4 2.27300 2.47198 -0.71438  0.20
H5 3.76345 0.30173 0.73179  0.37